Record 1
Computed, not measured: a molecular structure, C36H67BBeBr3Cl3F3LiNO11P2 at a distorted geometry, with the ωB97M-V functional and the def2-TZVPD basis.

Highest occupied orbital energy, eV: -9.92
Energy, eV: -338114.429
F_max, eV Å⁻¹: 5.31
Charge: +1

Atoms and positions in Å:
C  5.486  1.233  2.129
C  5.077  -0.299  2.534
B  3.462  -0.430  2.215
O  2.633  0.141  3.240
C  2.836  -1.143  0.885
C  1.334  -1.565  1.395
F  1.342  -2.702  2.297
C  0.703  -2.064  -0.043
C  -0.837  -1.640  0.152
O  -1.794  -2.422  -0.624
C  -3.119  -2.206  -0.137
C  -3.590  -2.644  1.310
C  -5.018  -2.421  1.873
C  -5.401  -2.847  3.373
C  -6.135  -1.767  0.989
C  -5.731  -1.341  -0.452
C  -4.263  -1.544  -1.018
C  -4.049  -1.056  -2.538
C  -3.188  0.302  -2.655
C  -3.480  -2.286  -3.406
C  1.639  -1.308  -1.146
P  0.409  -0.697  -2.442
C  0.410  -2.082  -3.780
C  0.964  0.844  -3.378
C  -0.226  1.662  -4.115
N  2.473  -0.299  -0.341
O  1.542  0.738  -0.234
C  2.133  2.052  -0.091
C  0.918  3.141  0.296
C  0.430  3.168  1.848
C  1.266  4.602  -0.297
C  0.052  5.180  -1.233
C  1.366  5.666  0.944
P  3.978  0.003  -1.318
C  5.456  -0.968  -0.653
O  3.777  -0.614  -2.938
H  4.986  2.012  2.804
H  5.139  1.371  1.027
H  6.637  1.352  2.091
H  5.267  -0.386  3.665
H  5.704  -1.090  1.999
H  3.192  0.389  4.013
H  3.263  -2.197  0.657
H  0.640  -0.717  1.736
H  0.785  -3.219  -0.109
H  -1.078  -1.886  1.264
H  -1.019  -0.495  0.069
H  -2.775  -3.142  1.954
H  -6.530  -2.846  3.563
H  -4.861  -3.805  3.690
H  -4.966  -1.997  4.048
H  -7.185  -1.650  1.431
H  -6.550  -0.874  -1.111
H  -5.090  -0.802  -2.986
H  -3.822  1.223  -2.344
H  -2.954  0.474  -3.778
H  -2.249  0.282  -2.004
H  -4.045  -3.230  -3.053
H  -3.670  -2.119  -4.520
H  -2.385  -2.442  -3.119
H  2.208  -2.216  -1.596
H  0.373  -3.131  -3.324
H  -0.468  -1.898  -4.506
H  1.381  -1.919  -4.382
H  1.566  1.609  -2.782
H  1.667  0.484  -4.234
H  -0.916  2.103  -3.294
H  -0.797  1.022  -4.868
H  0.283  2.579  -4.602
H  2.925  2.123  0.732
H  2.578  2.508  -1.038
H  -0.009  2.747  -0.286
H  -0.013  2.074  2.096
H  -0.518  3.836  1.850
H  1.221  3.502  2.598
H  2.208  4.609  -0.956
H  -0.445  6.080  -0.699
H  0.434  5.469  -2.291
H  -0.782  4.414  -1.401
H  0.293  5.831  1.337
H  2.107  5.343  1.751
H  1.662  6.670  0.447
H  6.146  -1.161  -1.568
H  6.108  -0.339  0.071
H  5.221  -2.000  -0.220
H  4.400  -0.081  -3.518
Cl  -0.609  1.323  3.267
Be  -4.304  -0.635  3.676
C  4.907  3.848  -4.939
C  5.249  3.018  -3.718
O  5.400  1.649  -4.081
H  3.984  3.489  -5.401
H  4.783  4.900  -4.673
H  5.694  3.767  -5.695
H  4.450  3.085  -2.975
H  6.179  3.364  -3.258
H  6.114  1.598  -4.732
C  -3.448  5.674  -2.018
Cl  -3.321  4.018  -1.412
Cl  -3.481  6.839  -0.689
H  -2.588  5.886  -2.653
H  -4.366  5.770  -2.596
C  -3.159  -5.167  6.761
C  -4.154  -5.233  5.610
O  -3.812  -5.939  4.632
O  -5.211  -4.565  5.775
H  -2.271  -5.766  6.552
H  -2.849  -4.132  6.924
H  -3.624  -5.545  7.675
O  1.848  8.525  1.968
H  0.967  8.910  1.876
H  1.770  7.946  2.737
C  10.035  1.941  3.041
Br  9.789  3.249  1.630
Br  9.433  2.612  4.759
Br  9.206  0.243  2.601
H  11.106  1.760  3.126
C  -5.807  -6.454  0.910
C  -4.871  -6.109  -0.204
O  -5.731  -5.946  -1.313
C  -6.918  -5.525  -0.789
O  -7.799  -5.027  -1.435
O  -6.978  -5.730  0.555
F  -4.024  -7.135  -0.464
H  -6.038  -7.521  0.953
H  -5.429  -6.137  1.883
H  -4.300  -5.189  -0.044
F  -7.466  -6.824  2.989
Li  -6.478  -5.688  4.237

***

Record 2
Computed, not measured: a molecular structure, C6H11NO2 at a distorted geometry, with the ωB97M-V functional and the def2-TZVPD basis.

Relative energy (zero: lowest compared OMol25 entry of this formula, charge and spin), eV: 4.127
Highest occupied orbital energy, eV: -8.22
Energy, eV: -11982.141
F_max, eV Å⁻¹: 7.26

Atoms and positions in Å:
C  0.128  0.595  -0.249
C  0.787  -0.452  0.404
C  0.269  1.803  1.215
C  1.546  0.311  -0.654
C  -1.115  0.826  -1.022
C  0.305  -2.080  -0.521
N  -0.954  -2.567  -0.348
O  -0.818  1.619  2.072
O  1.143  -2.685  -1.168
H  -0.602  0.905  2.688
H  1.009  -0.759  1.415
H  -1.674  -2.021  0.094
H  -1.194  -3.476  -0.731
H  0.168  2.745  0.678
H  1.229  1.782  1.736
H  1.740  -0.216  -1.585
H  2.330  1.000  -0.353
H  -1.099  1.818  -1.481
H  -1.989  0.763  -0.368
H  -1.209  0.087  -1.823

***

Record 3
Computed, not measured: a molecular structure, C36H99N9O9 at a distorted geometry, with the ωB97M-V functional and the def2-TZVPD basis.

Relative energy (zero: lowest compared OMol25 entry of this formula, charge and spin), eV: 43.055
Highest occupied orbital energy, eV: -6.57
Energy, eV: -70729.255
F_max, eV Å⁻¹: 16.70

Atoms and positions in Å:
C  -3.238  3.280  0.262
C  -3.721  3.628  1.586
C  -2.710  3.405  2.699
O  -2.162  2.145  2.596
C  -1.257  1.702  3.633
N  -4.091  5.001  1.717
H  -3.815  3.613  -0.601
H  -3.227  2.195  0.169
H  -2.215  3.581  0.036
H  -4.616  3.057  1.831
H  -3.115  3.635  3.684
H  -1.885  4.102  2.545
H  -0.633  2.511  4.013
H  -0.675  0.854  3.273
H  -1.788  1.259  4.476
H  -4.919  5.131  1.154
H  -4.357  5.244  2.661
C  -0.352  -0.721  -3.398
C  -0.465  -1.551  -2.157
C  -0.314  -3.038  -2.409
O  -0.535  -3.834  -1.228
C  -0.210  -5.248  -1.345
N  0.493  -0.990  -1.260
H  -1.270  -0.813  -3.978
H  0.520  -0.944  -4.012
H  -0.371  0.350  -3.195
H  -1.489  -1.383  -1.824
H  0.745  -3.178  -2.624
H  -0.950  -3.352  -3.237
H  0.855  -5.451  -1.463
H  -0.801  -5.718  -2.131
H  -0.616  -5.773  -0.481
H  1.405  -1.416  -1.345
H  0.226  -1.262  -0.325
C  0.787  0.348  2.877
C  1.929  -0.336  2.246
C  2.627  -1.430  3.148
O  3.891  -1.930  2.646
C  4.147  -3.248  3.143
N  1.543  -0.783  0.927
H  1.063  0.699  3.872
H  -0.019  -0.367  3.038
H  0.398  1.106  2.197
H  2.699  0.422  2.102
H  1.946  -2.281  3.182
H  2.742  -1.092  4.178
H  4.137  -3.356  4.228
H  5.137  -3.523  2.781
H  3.520  -3.941  2.582
H  0.763  -0.265  0.548
H  1.028  -1.636  1.088
C  -0.572  5.238  1.085
C  -1.451  6.432  1.420
C  -2.474  6.603  0.243
O  -1.893  7.077  -0.990
C  -2.897  7.428  -1.904
N  -2.217  6.089  2.592
H  0.097  5.442  0.249
H  -1.212  4.404  0.795
H  0.120  4.956  1.879
H  -0.888  7.353  1.564
H  -3.160  7.381  0.577
H  -3.030  5.672  0.133
H  -3.390  6.471  -2.079
H  -2.609  7.743  -2.907
H  -3.535  8.247  -1.572
H  -2.727  5.242  2.384
H  -2.996  6.693  2.811
C  1.864  1.342  -6.629
C  1.675  2.358  -5.516
C  0.609  1.955  -4.499
O  -0.701  1.972  -5.077
C  -1.634  1.466  -4.131
N  2.967  2.547  -4.796
H  0.918  0.815  -6.754
H  2.649  0.603  -6.470
H  2.127  1.820  -7.573
H  1.379  3.267  -6.039
H  0.568  2.667  -3.674
H  0.889  0.983  -4.093
H  -1.591  1.778  -3.088
H  -1.422  0.397  -4.157
H  -2.688  1.611  -4.369
H  3.659  2.719  -5.511
H  3.299  1.666  -4.430
C  4.673  0.413  -2.307
C  3.170  0.706  -2.137
C  2.138  -0.005  -3.112
O  2.567  0.141  -4.430
C  2.292  -0.888  -5.331
N  2.876  0.374  -0.810
H  5.190  1.059  -1.598
H  5.066  0.688  -3.286
H  4.867  -0.659  -2.293
H  2.947  1.758  -2.310
H  1.112  0.357  -3.056
H  2.098  -1.066  -2.863
H  1.238  -1.127  -5.476
H  2.792  -1.791  -4.980
H  2.764  -0.715  -6.298
H  1.906  0.634  -0.700
H  2.855  -0.635  -0.776
C  -3.426  -5.463  3.728
C  -1.901  -5.260  3.718
C  -1.752  -3.731  3.963
O  -0.351  -3.402  3.897
C  -0.141  -1.988  4.047
N  -1.308  -5.967  4.855
H  -3.615  -6.537  3.710
H  -3.960  -4.961  2.921
H  -3.886  -5.122  4.655
H  -1.638  -5.567  2.706
H  -2.205  -3.480  4.921
H  -2.280  -3.263  3.133
H  -0.829  -1.611  3.291
H  0.907  -1.799  3.814
H  -0.410  -1.545  5.006
H  -1.103  -6.912  4.563
H  -0.362  -5.624  4.949
C  0.006  3.078  -0.523
C  0.411  1.681  -0.229
C  -0.816  0.930  0.331
O  -0.286  -0.258  0.864
C  -1.223  -1.082  1.629
N  0.771  1.016  -1.451
H  -0.073  3.616  0.422
H  -0.948  3.163  -1.043
H  0.723  3.540  -1.202
H  1.157  1.652  0.565
H  -1.502  0.594  -0.447
H  -1.333  1.582  1.035
H  -2.174  -1.400  1.202
H  -1.505  -0.499  2.506
H  -0.708  -1.937  2.066
H  0.661  0.014  -1.399
H  0.000  1.208  -2.075
C  -0.819  -3.800  1.524
C  0.587  -3.216  1.264
C  1.505  -4.235  0.711
O  1.790  -5.188  1.758
C  2.894  -5.929  1.572
N  0.302  -2.166  0.308
H  -1.643  -3.111  1.707
H  -0.688  -4.574  2.280
H  -1.071  -4.367  0.628
H  1.046  -2.724  2.122
H  2.408  -3.665  0.492
H  1.100  -4.729  -0.172
H  2.939  -6.230  0.525
H  2.795  -6.835  2.169
H  3.826  -5.396  1.760
H  -0.138  -2.613  -0.484
H  1.203  -1.975  -0.106

***

Record 4
Computed, not measured: a single C4H8N4 molecule at a distorted geometry, with the ωB97M-V functional and the def2-TZVPD basis.

Relative energy (zero: lowest compared OMol25 entry of this formula, charge and spin), eV: 2.268
SMILES string: [H]/N=C\N/C=C\N/C=N\[H]
Highest occupied orbital energy, eV: -8.14
Energy, eV: -10235.974
F_max, eV Å⁻¹: 3.64

Atoms and positions in Å:
H  -3.106  -1.669  -0.843
N  -3.359  -1.002  -0.157
C  -2.483  -0.209  0.290
N  -1.135  -0.041  -0.184
C  -0.379  1.098  0.292
C  0.837  1.421  -0.091
N  1.851  0.483  -0.386
C  1.947  -0.639  0.483
N  2.465  -1.788  0.188
H  2.960  -1.696  -0.712
H  -2.726  0.462  1.054
H  -0.726  -0.718  -0.801
H  -0.937  1.786  0.860
H  0.934  2.505  -0.150
H  2.359  0.506  -1.337
H  1.497  -0.499  1.493

***

Record 5
Computed, not measured: a molecular structure, C44H46BiBrN4O7S4, with the ωB97M-V functional and the def2-TZVPD basis.

Relative energy (zero: lowest compared OMol25 entry of this formula, charge and spin), eV: 4.524
Highest occupied orbital energy, eV: -1.98
Energy, eV: -185891.381
F_max, eV Å⁻¹: 0.69
Charge: -2

Atoms and positions in Å:
Bi  0.398  -1.857  -1.240
C  0.541  1.625  -1.486
N  0.502  0.636  -2.577
C  -0.786  0.738  -3.283
C  -0.828  -0.071  -4.566
N  -0.834  -1.503  -4.317
C  -0.088  -2.260  -5.315
C  -2.054  -2.118  -3.926
C  -3.291  -1.614  -4.320
C  -4.475  -2.243  -3.963
C  -4.437  -3.401  -3.205
C  -3.214  -3.903  -2.785
C  -2.015  -3.274  -3.118
S  -0.498  -3.953  -2.516
C  1.660  0.737  -3.424
C  1.887  1.920  -4.126
C  2.959  2.063  -4.986
C  3.839  0.998  -5.140
C  3.638  -0.170  -4.431
C  2.548  -0.333  -3.560
S  2.438  -1.913  -2.782
H  0.225  2.616  -1.842
H  1.553  1.692  -1.095
H  -0.123  1.304  -0.681
H  -1.018  1.790  -3.508
H  -1.561  0.376  -2.598
H  0.067  0.139  -5.152
H  -1.678  0.273  -5.171
H  -0.535  -2.149  -6.316
H  -0.074  -3.312  -5.043
H  0.944  -1.910  -5.341
H  -3.340  -0.716  -4.922
H  -5.423  -1.815  -4.267
H  -5.355  -3.895  -2.911
H  -3.166  -4.783  -2.157
H  1.195  2.743  -3.983
H  3.114  2.993  -5.520
H  4.687  1.079  -5.809
H  4.334  -0.995  -4.528
C  -6.472  3.323  0.657
C  -5.380  3.482  1.716
C  -6.010  3.266  3.100
C  -4.854  4.925  1.633
C  -4.237  2.490  1.504
C  -4.324  1.406  0.639
C  -3.237  0.571  0.469
Br  -3.395  -0.935  -0.690
C  -1.961  0.746  1.078
O  -0.957  0.029  0.787
C  -1.929  1.815  2.053
C  -3.033  2.633  2.209
C  -0.661  2.002  2.892
C  0.528  2.372  1.991
C  -0.337  0.691  3.630
C  -0.819  3.108  3.937
H  -7.213  4.121  0.764
H  -6.993  2.369  0.759
H  -6.052  3.374  -0.349
H  -6.814  3.988  3.288
H  -5.258  3.375  3.884
H  -6.424  2.258  3.172
H  -5.684  5.639  1.664
H  -4.300  5.073  0.704
H  -4.183  5.154  2.461
H  -5.232  1.184  0.093
H  -2.971  3.437  2.933
H  0.737  1.559  1.301
H  1.422  2.551  2.598
H  0.313  3.279  1.418
H  -0.093  -0.100  2.924
H  -1.192  0.374  4.235
H  0.523  0.836  4.292
H  -1.009  4.081  3.476
H  0.107  3.186  4.512
H  -1.634  2.889  4.634
O  -0.548  -3.587  0.811
C  0.655  -3.742  0.971
N  1.595  -3.265  0.103
S  3.192  -3.260  0.724
O  2.276  -1.485  2.435
O  4.021  -4.242  -0.021
C  2.642  -4.199  2.160
C  3.440  -4.718  3.158
C  2.825  -5.474  4.151
C  1.446  -5.684  4.142
C  0.658  -5.140  3.136
C  1.283  -4.404  2.146
H  4.509  -4.546  3.164
H  3.427  -5.903  4.943
H  0.991  -6.276  4.926
H  -0.417  -5.266  3.108
O  2.222  -0.475  1.393
C  3.390  -0.076  1.031
N  3.537  0.519  -0.122
S  5.039  1.116  -0.290
O  5.750  0.459  -1.352
O  5.013  2.556  -0.303
C  5.630  0.560  1.290
C  6.836  0.819  1.909
C  6.996  0.369  3.213
C  5.961  -0.301  3.861
C  4.750  -0.553  3.225
C  4.597  -0.109  1.919
H  7.619  1.360  1.393
H  7.927  0.557  3.733
H  6.099  -0.632  4.883
H  3.928  -1.067  3.702

***

Record 6
Computed, not measured: a gas-phase ion, C2H4IN2 (charge +1) at a distorted geometry, with the ωB97M-V functional and the def2-TZVPD basis.

Relative energy (zero: lowest compared OMol25 entry of this formula, charge and spin), eV: 1.115
SMILES string: C=NC(=[NH2+])I
Highest occupied orbital energy, eV: -14.92
Energy, eV: -13210.530
F_max, eV Å⁻¹: 4.82
Charge: +1

Atoms and positions in Å:
C  -0.854  1.633  0.072
N  -0.824  0.492  -0.437
C  0.500  -0.499  -0.086
N  0.317  -1.752  -0.242
I  2.314  0.186  0.551
H  -1.811  2.139  0.173
H  -0.064  2.211  0.485
H  -0.604  -2.044  -0.577
H  1.026  -2.364  0.061